# 1
13
Properties=species:S:1:pos:R:3:lowdin_charge:R:1 method="wB97M-V/def2-TZVPD" gap_ev=9.33 de_lowest_ev=6.3296 homo_ev=-8.60
C -1.09 -0.13 -1.42 -0.167
C -1.46 0.40 -0.36 0.045
C -0.30 -1.01 -2.21 -0.018
C 0.73 -1.04 -1.36 -0.079
C 0.20 -0.28 -0.20 -0.584
C -0.01 1.15 2.04 -0.361
S 1.04 1.15 0.52 0.825
H -0.43 -1.37 -3.17 0.092
H 1.64 -1.57 -1.40 0.104
H -0.24 -0.77 0.67 0.092
H 0.22 0.22 2.43 -0.001
H -0.96 1.52 1.76 0.007
H 0.66 1.74 2.72 0.045

# 2
13
Properties=species:S:1:pos:R:3:lowdin_charge:R:1 method="wB97M-V/def2-TZVPD" gap_ev=9.86 de_lowest_ev=3.3363 homo_ev=-8.98
C 3.47 0.25 -1.12 -0.095
C 2.06 0.14 -0.77 -0.056
C 0.89 0.06 -0.47 -0.052
C -0.44 -0.04 -0.12 -0.051
C -1.60 -0.09 0.16 -0.094
C -3.02 -0.20 0.54 -0.577
H 4.04 -0.65 -0.86 0.081
H 3.58 0.38 -2.18 0.073
H 3.97 1.06 -0.61 0.071
H -3.34 -1.26 0.44 0.082
H -3.68 0.35 -0.11 0.063
H -2.56 -0.42 2.89 -0.136
S -3.38 0.41 2.21 0.691

# 3
14
Properties=species:S:1:pos:R:3:lowdin_charge:R:1 method="wB97M-V/def2-TZVPD" gap_ev="7.57 / 7.25" de_lowest_ev=4.9619 homo_ev="-7.54 / -7.37"
B -0.54 -1.26 -0.79 0.178
C 3.66 -0.20 0.78 0.074
C -2.26 1.22 1.29 0.110
C 2.59 0.07 0.24 -0.224
C -2.06 0.35 0.51 -0.224
C 1.32 0.65 -0.26 -0.061
C -1.90 -0.66 -0.47 -0.244
H -0.12 -2.15 -1.48 0.024
H 4.64 -0.46 0.87 -0.021
H -2.60 1.81 2.15 0.054
H 1.15 0.82 -1.34 0.030
H 0.75 1.24 0.46 0.024
H -1.92 -0.06 -1.51 0.182
H -2.72 -1.35 -0.46 0.098

# 4
14
Properties=species:S:1:pos:R:3:lowdin_charge:R:1 method="wB97M-V/def2-TZVPD" gap_ev="6.59 / 6.59" de_lowest_ev=4.7422 homo_ev="-9.22 / -9.22"
C -1.27 -0.51 -0.43 -0.144
C -0.21 -1.33 0.37 -0.134
C -0.58 0.82 -0.70 -0.149
C 0.93 -0.26 0.55 -0.151
C 0.95 0.54 -0.84 -0.009
C 0.43 1.05 0.41 -0.119
Br 1.33 3.16 2.40 -0.178
H -1.37 -1.15 -1.33 0.113
H -2.26 -0.25 0.11 0.147
H -0.39 -1.75 1.43 0.134
H 0.17 -2.26 -0.06 0.103
H -0.99 1.57 -1.37 0.148
H 1.76 -0.53 1.09 0.111
H 1.51 0.92 -1.64 0.127

# 5
26
Properties=species:S:1:pos:R:3:lowdin_charge:R:1 method="wB97M-V/def2-TZVPD" gap_ev=9.24 de_lowest_ev=0.2101 homo_ev=-9.86
C -5.80 -14.01 -4.96 -0.044
C -5.50 -12.72 -5.62 -0.260
N -5.45 -11.68 -6.12 0.155
H -6.12 -14.74 -5.73 0.088
H -6.55 -13.72 -4.23 0.048
H -4.95 -14.39 -4.44 0.055
C -5.12 -10.42 -9.06 -1.658
Br -3.52 -9.74 -8.47 0.627
Br -4.76 -11.86 -10.34 0.522
Br -6.17 -9.03 -9.96 0.523
H -5.53 -10.80 -8.23 -0.146
C -9.34 -12.58 -8.03 -1.471
Br -8.88 -14.48 -7.92 0.542
Br -8.41 -11.80 -9.56 0.551
Br -8.93 -11.59 -6.28 0.489
H -10.38 -12.41 -8.28 -0.030
C -7.35 -12.06 -0.57 -1.707
Br -7.79 -11.49 -2.37 0.539
Br -5.89 -11.25 0.22 0.626
Br -7.26 -14.02 -0.57 0.533
H -8.37 -11.65 -0.05 0.045
C -2.38 -10.80 -4.04 -1.729
Br -1.91 -12.69 -3.70 0.526
Br -0.96 -9.76 -4.61 0.653
Br -3.47 -10.19 -2.65 0.599
H -3.03 -10.73 -4.90 -0.077

# 6
17
Properties=species:S:1:pos:R:3:lowdin_charge:R:1 method="wB97M-V/def2-TZVPD" gap_ev=9.71 de_lowest_ev=3.1634 homo_ev=-9.25
C -3.71 0.34 -0.80 -0.713
C -3.75 -0.62 0.10 -1.314
C -0.99 1.16 -1.50 0.011
C -0.20 0.85 -0.32 -0.555
C 0.04 1.83 0.77 -0.023
C -0.14 -0.66 -0.07 -0.008
O 0.26 1.19 -1.61 0.095
Cl -4.16 -0.47 1.77 0.600
Br -3.78 2.18 -0.22 0.658
Br -3.53 -2.38 -0.51 0.715
H -3.74 0.20 -1.95 0.102
H 1.06 1.86 1.17 0.094
H -0.63 1.58 1.57 0.082
H -0.09 2.83 0.43 0.075
H 0.83 -0.98 -0.27 0.064
H -0.89 -1.06 -0.67 0.015
H -0.25 -1.05 0.96 0.104

# 7
19
Properties=species:S:1:pos:R:3:lowdin_charge:R:1 method="wB97M-V/def2-TZVPD" gap_ev=7.26 de_lowest_ev=5.9540 homo_ev=-12.15 charge=+1
C 1.88 1.64 0.25 -0.439
C 2.83 0.71 0.49 -0.461
C -1.17 -1.40 -0.01 -0.268
C -1.18 -0.03 0.06 -0.552
C 2.28 3.08 0.58 0.037
C -2.23 -2.39 0.13 0.022
N 0.61 1.45 0.14 0.092
N 0.17 0.21 0.00 -0.149
N 0.91 -0.86 -0.10 0.127
N 0.09 -1.82 -0.10 0.111
Br 4.27 -0.16 -0.05 0.944
Br -2.53 1.29 0.07 0.864
H 2.84 3.54 -0.16 0.070
H 1.33 3.53 0.42 0.089
H 2.85 3.24 1.43 0.079
H -1.69 -3.28 0.02 0.078
H -2.96 -2.22 -0.64 0.110
H -2.79 -2.50 0.97 0.073
H 0.50 -2.70 -0.07 0.175

# 8
17
Properties=species:S:1:pos:R:3:mulliken_spin:R:1 method="wB97M-V/def2-TZVPD" gap_ev="5.25 / 5.35" spin_multiplicity=3 homo_ev="-4.83 / -9.13"
C -0.92 -1.82 1.05 0.353
C 1.17 -0.76 0.46 0.248
C 0.44 -1.63 1.25 0.239
C -1.54 -1.11 0.04 0.260
C -0.83 -0.22 -0.75 0.207
C 0.54 -0.04 -0.56 0.390
Si 1.49 1.20 -1.61 0.038
Cl 1.23 -2.49 2.52 0.092
Cl -3.23 -1.33 -0.23 0.070
Cl -0.86 3.06 1.47 0.001
H -1.47 -2.51 1.67 0.054
H 2.22 -0.63 0.63 0.019
H -1.34 0.34 -1.52 0.009
H -2.06 3.41 1.19 0.000
H 2.65 0.53 -2.20 0.008
H 1.93 2.30 -0.75 0.012
H 0.58 1.70 -2.65 0.000